# 1
Molecular formula: C45H34N7O3PS2Se2Ti
Method: DFT, ωB97M-V/def2-TZVPD

Values from the calculation:
* energy: -248561.9903 eV
* HOMO level: -6.68 eV
* gap between HOMO and LUMO: 5.727 eV

```
! wB97M-V def2-TZVPD RIJCOSX def2/J DEFGRID3
* xyz 0 1
Ti 0.89450 -0.21411 1.64395
N -1.92096 -1.39729 3.88096
C -2.04678 -0.20258 3.30664
N -1.21438 0.31533 2.42241
C -1.59521 1.61264 2.10944
C -2.74178 2.04734 2.66548
S -3.39140 0.82805 3.69642
C -0.72212 2.42455 1.28302
C -0.75324 3.77120 1.21418
S 0.48555 4.33937 0.16429
C 0.99051 2.70303 -0.10033
N 0.29251 1.80473 0.56551
N 1.98029 2.43285 -0.96407
H -2.62665 -1.72541 4.51457
H -1.19893 -2.05797 3.54927
H -3.23068 2.99607 2.52455
H -1.38035 4.44861 1.76701
H 2.64031 3.14209 -1.22466
H 2.15429 1.47572 -1.23637
O 1.76442 3.30904 3.49977
C 1.83695 2.21325 2.97850
O 1.10697 1.17920 3.17270
C 2.95027 1.95333 1.97220
C 3.95359 2.91797 1.78316
C 4.98668 2.61841 0.94860
C 5.05750 1.33628 0.36013
C 6.16344 0.95475 -0.42946
C 6.25363 -0.31703 -0.92103
C 5.24698 -1.25198 -0.62443
C 4.15083 -0.90878 0.12292
C 4.01423 0.40781 0.61029
N 2.92506 0.78006 1.36696
H 3.85847 3.85557 2.31116
H 5.78160 3.33000 0.75542
H 6.94268 1.68430 -0.61662
H 7.10404 -0.61793 -1.51915
H 5.33807 -2.26740 -0.98766
H 3.39143 -1.64225 0.33948
Se 0.12488 -3.44435 2.49516
Se 1.01132 -3.75822 -1.88670
C -0.51415 -3.39725 -0.93497
C -1.50060 -4.42006 -0.86726
C -2.64706 -4.28866 -0.14808
C -2.87672 -3.10342 0.56800
C -1.94333 -2.12656 0.50243
N -0.79624 -2.23750 -0.22713
C 1.77373 -2.86086 3.10269
C 2.70432 -3.75179 3.67350
C 3.84683 -3.26852 4.25696
C 4.06267 -1.88610 4.28688
C 3.14971 -1.07665 3.66347
N 2.05312 -1.54571 3.03132
H -1.27358 -5.32352 -1.41116
H -3.36626 -5.09821 -0.11723
H -3.76949 -2.94802 1.15653
H -2.04245 -1.18632 1.01437
H 2.47154 -4.80659 3.66135
H 4.55794 -3.94770 4.71060
H 4.92266 -1.45230 4.77668
H 3.27129 -0.00638 3.65937
O 1.37899 -1.45955 0.32924
C 0.16776 -1.10987 -0.14848
C 0.25857 -0.40748 -1.49454
C 1.46764 -0.51691 -2.19148
C 1.62472 0.01573 -3.45703
C 0.55990 0.64762 -4.08108
C -0.64293 0.76423 -3.40999
C -0.80872 0.27169 -2.10982
P -2.38731 0.53885 -1.21633
C -2.99620 2.11156 -1.94683
C -4.35692 2.29264 -2.20258
C -4.84960 3.52700 -2.60160
C -3.99513 4.61052 -2.74346
C -2.64271 4.44588 -2.48446
C -2.15015 3.21091 -2.09029
C -3.47365 -0.73944 -1.95528
C -4.75064 -0.89446 -1.40945
C -5.59424 -1.90229 -1.84613
C -5.15769 -2.80025 -2.81255
C -3.88167 -2.67489 -3.33881
C -3.04613 -1.64653 -2.92060
H 2.27257 -1.07522 -1.73779
H 2.57273 -0.09867 -3.97025
H 0.66018 1.03804 -5.08626
H -1.47582 1.25241 -3.89933
H -5.04325 1.46218 -2.10675
H -5.90738 3.63852 -2.80658
H -4.37924 5.57246 -3.05876
H -1.96103 5.28151 -2.59137
H -1.08834 3.10054 -1.90797
H -5.07625 -0.23758 -0.60836
H -6.58336 -2.00170 -1.41606
H -5.80610 -3.60194 -3.14292
H -3.52383 -3.38303 -4.07578
H -2.04720 -1.57664 -3.33226
*
```

Here are the Löwdin charges for atoms 1 to 5, given in e: 1.117 0.102 -0.674 0.004 -0.358

# 2
Molecular formula: C9H15F3O6S2
Method: DFT, ωB97M-V/def2-TZVPD

Values from the calculation:
* energy: -51678.9377 eV
* HOMO level: -10.63 eV
* gap between HOMO and LUMO: 10.785 eV

```
! wB97M-V def2-TZVPD RIJCOSX def2/J DEFGRID3
* xyz 0 1
C 0.82307 2.73333 1.01891
C -0.33998 2.92310 -0.09889
C -1.81100 2.81125 0.50495
C -2.35419 1.27863 0.60431
O -1.20916 0.43254 0.37559
C -1.39191 -0.86701 0.99262
C -0.02040 -1.64577 1.21217
C 0.77457 -2.05100 -0.11403
S 2.54899 -1.45095 -0.13676
O 3.46338 -2.65639 -0.05562
O 2.90657 -0.56368 1.01080
C 3.01837 -0.55335 -1.69851
F 3.23014 -1.48299 -2.74375
F 2.16462 0.48153 -2.07044
F 4.28780 0.02074 -1.47654
C 0.04313 -1.72140 -1.50042
O -1.14395 -2.49905 -1.77611
S -1.92235 -3.01540 -0.38400
O -3.14749 -3.77515 -0.80918
O -2.45228 -1.60874 0.35446
H 1.23885 3.72456 1.37291
H 0.37505 2.10613 1.86695
H 1.61876 2.05588 0.54480
H -0.22345 4.01117 -0.45568
H -0.15964 2.28284 -1.02153
H -1.90220 3.34072 1.52020
H -2.52600 3.35947 -0.19992
H -2.81952 1.18576 1.63566
H -3.17427 1.16481 -0.19024
H -1.78056 -0.62249 2.04885
H 0.58885 -0.99006 1.93424
H -0.22214 -2.59997 1.81889
H 0.87809 -3.19623 -0.08589
H -0.14658 -0.60221 -1.66830
H 0.78680 -2.01060 -2.33048
*
```

Here are the Löwdin charges for atoms 1 to 5, given in e: -0.105 -0.250 -0.170 -0.177 -0.145

# 3
Molecular formula: C13H31BN2O6PS
Method: DFT, ωB97M-V/def2-TZVPD

Values from the calculation:
* energy: -50053.1838 eV
* HOMO level: -4.69 eV
* gap between HOMO and LUMO: 7.490 eV

```
! wB97M-V def2-TZVPD RIJCOSX def2/J DEFGRID3
* xyz -1 1
N 1.66238 -5.14934 2.76169
C 1.35725 -4.40355 1.53491
C 1.30314 -2.89320 1.80545
C 1.38302 -2.05845 0.55359
O 1.25349 -0.70672 0.71313
B 1.27538 -0.10558 -0.65782
C 2.75289 0.39999 -1.07636
C 3.33269 1.46080 -0.15536
C 3.83844 0.92086 1.16983
S 5.20074 -0.28152 1.02309
P -0.12626 1.27824 -0.53512
O 0.03413 2.08808 0.73181
O 0.81656 -1.26322 -1.48648
C 0.47942 -2.38988 -0.67241
O 0.86035 -3.50878 -1.41498
C -1.06222 -2.30004 -0.53856
C -1.59421 -2.11205 0.87759
C -3.03099 -1.64847 0.90751
N -3.32987 -0.56471 1.82112
O -3.87531 -2.12883 0.24966
H 0.94951 -4.95720 3.45516
H 2.53957 -4.82472 3.15036
H 0.38804 -4.73995 1.19325
H 2.13054 -4.58430 0.80067
H 0.40418 -2.70559 2.38269
H 2.12042 -2.61557 2.46474
H 2.38274 -2.30753 0.14884
H 3.39435 -0.47262 -1.17973
H 2.68629 0.85010 -2.07068
H 4.15325 2.00140 -0.62209
H 2.57860 2.20659 0.08023
H 3.04521 0.49037 1.76216
H 4.25468 1.74477 1.73781
H 4.58347 -1.43139 0.70417
H -0.16787 2.10937 -1.68917
H -1.42519 0.68394 -0.51600
H 1.16150 -3.16513 -2.26605
H -1.47530 -3.20763 -0.96294
H -1.43871 -1.50247 -1.15271
H -0.99039 -1.39196 1.41295
H -1.51369 -3.05664 1.41053
H -2.81013 0.24579 1.47517
H -2.88204 -0.77182 2.71040
C -2.53958 4.94107 -3.02833
C -3.11801 4.17485 -1.84634
C -3.96529 5.07951 -0.96237
O -2.06889 3.59419 -1.08365
H -1.88835 5.74772 -2.67998
H -1.93269 4.28134 -3.64940
H -3.32868 5.37511 -3.64654
H -3.72766 3.34663 -2.21139
H -3.35778 5.89035 -0.55068
H -4.36864 4.51793 -0.11932
H -4.79594 5.51744 -1.52061
H -1.50851 4.30248 -0.74341
*
```

Here are the Löwdin charges for atoms 1 to 5, given in e: -0.021 -0.264 -0.134 -0.321 -0.027

# 4
Molecular formula: C6H10O
Method: DFT, ωB97M-V/def2-TZVPD

Values from the calculation:
* energy: -8429.9097 eV
* SMILES: C/C=C/C=C(/C)O
* HOMO level: -7.68 eV
* gap between HOMO and LUMO: 8.616 eV

```
! wB97M-V def2-TZVPD RIJCOSX def2/J DEFGRID3
* xyz 0 1
C 3.24739 -0.15395 0.18281
C 1.87488 0.40287 -0.02313
C 0.72104 -0.27504 -0.01529
C -0.56550 0.39249 -0.20079
C -1.77366 -0.21214 -0.18406
C -3.03674 0.46620 0.25656
O -2.02409 -1.38374 -0.86909
H 3.17790 -1.09247 0.72799
H 3.78821 -0.32748 -0.75330
H 3.87991 0.57029 0.68915
H 1.71187 1.46821 0.14107
H 0.77402 -1.33801 -0.25811
H -0.57117 1.45088 0.04846
H -3.07604 1.49159 -0.11178
H -3.02884 0.50524 1.34304
H -3.89745 -0.07071 -0.13493
H -1.20174 -1.89424 -0.83860
*
```

Here are the Löwdin charges for atoms 1 to 5, given in e: -0.109 -0.173 -0.133 -0.081 -0.372

# 5
Molecular formula: C3H8O2SSi
Method: DFT, ωB97M-V/def2-TZVPD

Values from the calculation:
* energy: -26046.6770 eV
* HOMO level (alpha / beta): -8.38 / -8.38 eV
* gap between HOMO and LUMO (alpha / beta): 7.876 / 7.872 eV

```
! wB97M-V def2-TZVPD RIJCOSX def2/J DEFGRID3
* xyz 0 1
C 0.95327 0.28261 -0.84737
C -1.26403 0.49440 1.10585
C 1.18144 -1.21551 -0.70012
O 2.70901 -0.04987 1.67133
O 1.24340 2.13324 1.16555
Si 0.02390 1.52413 0.23497
S 2.59089 1.13750 0.80453
H 1.30022 0.52054 -1.94064
H -1.50927 0.67956 2.16406
H -2.29027 0.78042 0.76441
H -1.05609 -0.57075 1.02107
H 1.31835 -1.30209 0.33771
H 0.20838 -1.65323 -1.15828
H 1.95022 -1.59623 -1.20201
H -0.65989 2.71041 -0.62241
*
```

Here are the Löwdin charges for atoms 1 to 5, given in e: -0.274 -0.200 -0.170 -0.525 -0.544

# 6
Molecular formula: C5H6N
Method: DFT, ωB97M-V/def2-TZVPD

Values from the calculation:
* energy: -6759.2118 eV
* SMILES: C=C1C2=[N+](C)[C@@H]12
* HOMO level (alpha / beta): -14.73 / -14.73 eV
* gap between HOMO and LUMO (alpha / beta): 8.777 / 8.776 eV

```
! wB97M-V def2-TZVPD RIJCOSX def2/J DEFGRID3
* xyz 1 1
C -0.53974 1.45905 2.03649
C -0.44312 0.50603 1.17787
C -0.83317 -0.76136 0.55075
N -0.05949 -0.53662 -0.54421
C 0.13716 -1.23649 -1.83845
C 0.60642 0.27508 0.25380
H -1.29115 1.60678 2.76201
H 0.15176 2.19781 1.78698
H 0.95363 -0.72402 -2.26442
H -0.65525 -0.88331 -2.50507
H 0.28748 -2.29658 -1.81958
H 1.68547 0.39363 0.40385
*
```

Here are the Löwdin charges for atoms 1 to 5, given in e: 0.205 -0.230 0.249 -0.047 0.073

# 7
Molecular formula: C14H17BrN2O2S
Method: DFT, ωB97M-V/def2-TZVPD

Values from the calculation:
* energy: -102745.1716 eV
* SMILES: Cc1ccc(S(=O)(=O)n2nc(C)c(Br)c2C)c(C)c1C
* HOMO level: -9.33 eV
* gap between HOMO and LUMO: 9.894 eV

```
! wB97M-V def2-TZVPD RIJCOSX def2/J DEFGRID3
* xyz 0 1
C 2.43656 -0.52900 3.62777
C 1.67970 0.00712 2.43112
C 0.36737 -0.45088 2.26376
C -0.40972 0.01627 1.18833
C 0.12527 0.91012 0.24856
S -1.03516 1.49875 -1.08672
O -0.25155 1.89293 -2.28098
O -1.82249 2.61924 -0.53801
N -1.99117 0.03990 -1.45933
N -3.32110 -0.15640 -1.17574
C -3.61908 -1.35655 -1.57406
C -4.95254 -1.98808 -1.47451
C -2.45426 -1.97596 -2.16541
Br -2.23434 -3.71833 -2.97120
C -1.44079 -1.10180 -2.04939
C -0.02458 -1.30702 -2.54416
C 1.41196 1.45470 0.47212
C 1.94462 2.58763 -0.43782
C 2.22934 0.93382 1.51380
C 3.65716 1.34763 1.62051
H 2.91357 0.28279 4.17226
H 3.18354 -1.27164 3.32073
H 1.78841 -1.02902 4.35302
H -0.10457 -1.09584 2.99912
H -1.46550 -0.31634 1.08832
H -5.39380 -1.75157 -0.51344
H -4.81662 -3.07345 -1.59960
H -5.63672 -1.58640 -2.24459
H 0.68627 -0.85781 -1.85278
H 0.16501 -2.35190 -2.78967
H 0.07660 -0.71313 -3.45409
H 2.37083 2.20473 -1.35577
H 1.15942 3.27357 -0.69937
H 2.68161 3.20982 0.07781
H 4.11074 1.34832 0.62562
H 3.71157 2.35697 2.05025
H 4.27443 0.64682 2.21351
*
```

Here are the Löwdin charges for atoms 1 to 5, given in e: -0.052 -0.212 -0.032 -0.061 -0.213

# 8
Molecular formula: C4H4Cl12
Method: DFT, ωB97M-V/def2-TZVPD

Values from the calculation:
* energy: -154481.3890 eV
* SMILES: ClC(Cl)Cl.ClC(Cl)Cl.ClC(Cl)Cl.ClC(Cl)Cl
* HOMO level: -10.96 eV
* gap between HOMO and LUMO: 11.042 eV

```
! wB97M-V def2-TZVPD RIJCOSX def2/J DEFGRID3
* xyz 0 1
Cl 1.88601 14.08021 -5.49584
C 2.86415 13.51516 -4.11440
Cl 2.78122 11.77787 -4.04488
Cl 2.30613 14.35315 -2.62142
H 3.88195 13.74530 -4.42939
Cl 2.93795 10.77679 -10.25060
C 3.64026 12.33075 -9.92418
Cl 2.56198 13.31829 -9.03126
Cl 4.02042 13.13992 -11.44532
H 4.56164 12.28077 -9.34395
Cl 10.08832 9.10041 -7.66528
C 8.78773 8.05357 -6.98979
Cl 8.86810 8.07535 -5.25592
Cl 8.90074 6.35672 -7.63597
H 7.82926 8.45304 -7.32121
Cl 6.95831 11.10198 -6.21728
C 7.06722 12.70328 -7.00530
Cl 5.58199 13.72856 -6.68010
Cl 7.30240 12.54415 -8.75523
H 7.86027 13.27080 -6.51837
*
```

Here are the Löwdin charges for atoms 1 to 5, given in e: 0.477 -1.542 0.543 0.507 -0.038

What did the sixth record say?
Molecular formula: C5H6N
Method: DFT, ωB97M-V/def2-TZVPD

Values from the calculation:
* energy: -6759.2118 eV
* SMILES: C=C1C2=[N+](C)[C@@H]12
* HOMO level (alpha / beta): -14.73 / -14.73 eV
* gap between HOMO and LUMO (alpha / beta): 8.777 / 8.776 eV

```
! wB97M-V def2-TZVPD RIJCOSX def2/J DEFGRID3
* xyz 1 1
C -0.53974 1.45905 2.03649
C -0.44312 0.50603 1.17787
C -0.83317 -0.76136 0.55075
N -0.05949 -0.53662 -0.54421
C 0.13716 -1.23649 -1.83845
C 0.60642 0.27508 0.25380
H -1.29115 1.60678 2.76201
H 0.15176 2.19781 1.78698
H 0.95363 -0.72402 -2.26442
H -0.65525 -0.88331 -2.50507
H 0.28748 -2.29658 -1.81958
H 1.68547 0.39363 0.40385
*
```

Here are the Löwdin charges for atoms 1 to 5, given in e: 0.205 -0.230 0.249 -0.047 0.073

Question: Which of these has the lowest energy?
Answer: C45H34N7O3PS2Se2Ti